58
Properties=species:S:1:pos:R:3:forces:R:3:mulliken_spin:R:1 method="wB97M-V/def2-TZVPD" s2=6.11 orbital_gap_ev="6.36 / 4.77" charge=+4 multiplicity=5
Pt -0.688090 -0.992433 0.107738 0.05 0.07 0.04 1.08
Cl -2.103293 -1.037749 -1.943634 -0.01 0.01 0.01 0.15
C -2.102822 0.622545 -2.568963 0.02 -0.06 0.04 0.02
C -2.959364 0.899520 -3.609918 0.01 0.03 -0.01 0.01
C -2.957430 2.194861 -4.123211 -0.01 -0.02 0.00 0.00
C -2.114367 3.165603 -3.598284 0.00 0.01 0.00 0.00
C -1.259421 2.855346 -2.552046 0.01 0.01 0.00 0.01
C -1.240128 1.563671 -2.013737 -0.03 -0.03 -0.05 -0.01
P -0.078002 1.075804 -0.744823 0.02 0.07 0.01 0.37
C 0.108164 2.560323 0.316589 0.03 -0.02 -0.02 0.01
C 1.287071 3.269642 0.375996 0.00 -0.01 -0.01 0.20
C 1.376328 4.497495 1.142860 0.00 0.00 0.00 0.26
C 0.271292 5.014289 1.820158 -0.01 0.01 0.01 0.04
C -0.909701 4.319721 1.753598 0.00 0.01 0.01 0.16
C -0.996338 3.097844 1.000160 -0.03 -0.01 0.00 0.18
C 1.518880 0.704432 -1.453899 -0.01 0.00 -0.02 0.02
C 2.588062 0.373718 -0.600111 -0.01 0.00 0.00 0.05
C 3.831855 0.104254 -1.139545 0.01 -0.01 -0.01 -0.01
C 4.011609 0.135200 -2.522609 0.00 0.00 0.00 0.05
C 2.949598 0.433759 -3.369503 0.01 0.00 0.01 -0.01
C 1.699856 0.718369 -2.842446 -0.01 0.01 -0.01 0.05
H -3.612256 0.140031 -4.019594 0.00 0.00 0.00 0.00
H -3.623870 2.438069 -4.940647 0.00 0.00 0.00 0.00
H -2.119814 4.165578 -4.010549 0.00 0.00 0.00 0.00
H -0.595027 3.619241 -2.166599 0.00 0.00 0.00 0.01
H 2.171191 2.944633 -0.159530 -0.01 -0.01 0.00 0.06
H 2.330783 5.011563 1.176410 0.00 0.01 0.00 0.00
H 0.353289 5.936604 2.380626 -0.01 0.00 0.00 0.01
H -1.797509 4.678706 2.260168 0.01 0.01 0.00 0.00
H -1.961709 2.605329 0.951966 0.00 0.00 0.00 0.04
H 2.451158 0.355926 0.477377 0.00 0.00 0.00 0.00
H 4.669277 -0.116344 -0.490530 0.00 0.00 0.00 0.00
H 4.988855 -0.068204 -2.941347 0.00 0.00 0.00 0.00
H 3.100610 0.458667 -4.440426 0.00 0.00 0.00 0.00
H 0.880827 0.967899 -3.505149 0.01 0.00 0.00 0.00
C 3.405712 -4.924003 1.290623 0.01 -0.02 0.05 0.23
C 3.096811 -4.003199 0.245684 0.04 -0.05 0.01 0.15
C 2.009080 -3.198230 0.368044 -0.12 0.04 0.06 0.02
C 1.182585 -3.309998 1.524677 0.07 0.03 -0.12 0.28
C 1.508927 -4.220965 2.585603 0.00 0.00 0.01 0.03
C 2.609250 -5.010118 2.460227 0.06 -0.03 -0.03 0.09
N 0.020369 -2.545581 1.545625 -0.11 -0.03 0.03 -0.12
N -0.755910 -2.803373 2.527328 0.09 -0.05 0.01 0.16
C -1.975485 -2.199029 2.523946 -0.08 0.03 0.00 0.02
C -2.868764 -2.549631 3.536152 0.04 0.00 -0.03 0.09
C -4.161542 -2.026930 3.498565 -0.01 0.01 0.00 -0.03
C -4.495874 -1.188567 2.456542 -0.02 0.00 0.01 0.08
C -3.533512 -0.864558 1.478705 0.03 -0.01 0.01 0.08
N -2.306089 -1.346661 1.512789 -0.04 0.00 -0.01 0.17
H 4.270839 -5.570747 1.191016 0.00 0.01 -0.02 0.00
H 3.725695 -3.968554 -0.633639 0.00 0.00 0.00 0.00
H 1.738483 -2.497424 -0.413166 0.01 0.00 0.00 0.01
H 0.881074 -4.274714 3.462287 -0.01 0.01 0.00 0.00
H 2.882589 -5.708967 3.240092 -0.01 0.00 0.00 0.01
H -2.542694 -3.232424 4.310132 0.00 0.00 0.00 0.00
H -4.883271 -2.287775 4.261986 -0.01 0.00 0.00 0.00
H -5.490916 -0.771959 2.366549 0.00 -0.01 0.01 0.00
H -3.786920 -0.210502 0.653687 0.00 0.00 0.00 0.02

13
Properties=species:S:1:pos:R:3:forces:R:3:nbo_charge:R:1 method="wB97M-V/def2-TZVPD" orbital_gap_ev=10.68 smiles="CNC(=O)O.O" charge=0 relative_energy_kj_mol=40.5
C -1.801510 -1.593887 -0.960259 -0.07 0.32 0.49 -0.42
N -1.024715 -1.267701 0.237920 0.02 -0.33 -0.64 -0.64
C -0.102809 -0.254194 0.254656 -1.46 -0.26 0.12 0.89
O 0.269871 0.276272 1.264792 0.51 0.19 0.13 -0.62
O 0.217553 0.225577 -0.974297 0.75 0.21 -0.15 -0.71
H -1.194529 -2.004581 -1.758934 0.18 -0.13 -0.07 0.19
H -2.531193 -2.346762 -0.672750 -0.03 0.00 -0.12 0.22
H -2.316080 -0.703892 -1.327882 -0.08 -0.11 -0.12 0.20
H -1.498634 -1.471476 1.105046 0.47 0.20 0.08 0.41
H 0.420087 -0.442565 -1.642247 -0.29 -0.11 0.25 0.49
O 2.169501 2.431288 0.548506 0.50 0.57 -0.10 -0.96
H 2.366383 2.159035 -0.350331 -0.09 -0.07 -0.01 0.46
H 1.550878 1.784395 0.884298 -0.40 -0.48 0.13 0.49

54
Properties=species:S:1:pos:R:3:forces:R:3:nbo_charge:R:1 method="wB97M-V/def2-TZVPD" orbital_gap_ev=7.14 charge=0 relative_energy_kj_mol=46.6
In 0.278378 1.164193 -0.261702 -0.51 -0.55 -0.12 1.86
C -2.806522 4.122493 -1.630502 0.14 -0.17 0.06 -0.68
C -2.183522 2.760793 -1.444902 -0.42 0.04 -0.05 0.52
O -1.075422 2.765193 -0.812102 0.24 -0.34 0.11 -0.78
C -2.843022 1.641693 -1.925202 -0.10 0.41 -0.04 -0.50
C -2.359222 0.322593 -1.884202 0.29 -0.79 -0.10 0.32
C -3.184022 -0.785407 -2.481202 0.04 0.13 -0.01 -0.66
N -1.209322 -0.009107 -1.347502 0.20 1.82 0.20 -0.49
N -0.828022 -1.293407 -1.359502 -0.22 -1.90 -0.06 -0.43
C 0.446178 -1.493907 -1.181902 -0.78 -0.01 -0.31 0.53
O 1.333178 -0.569307 -1.068102 0.18 0.88 0.26 -0.81
C 0.869078 -2.900307 -1.072502 0.31 -0.43 0.07 -0.03
C -0.068422 -3.928007 -0.994402 0.07 0.04 -0.04 -0.20
C 0.347378 -5.235607 -0.831502 -0.06 -0.04 0.04 -0.21
C 1.698478 -5.535507 -0.745102 0.09 -0.01 -0.05 -0.21
C 2.635878 -4.518407 -0.833902 0.02 -0.10 0.04 -0.22
C 2.223778 -3.207807 -0.992902 -0.13 0.15 -0.02 -0.21
H -2.267622 4.658393 -2.409202 0.05 0.05 -0.10 0.24
H -2.680522 4.689293 -0.711102 -0.06 0.05 0.06 0.23
H -3.856222 4.053393 -1.901302 -0.05 0.04 -0.03 0.21
H -3.790422 1.796193 -2.423302 0.05 0.00 0.04 0.22
H -4.072522 -0.402107 -2.970502 -0.07 0.11 -0.03 0.21
H -3.478222 -1.479907 -1.695102 0.01 -0.10 0.03 0.23
H -2.586922 -1.352107 -3.191302 0.00 -0.06 -0.03 0.25
H -1.116322 -3.683307 -1.060402 -0.08 0.04 0.01 0.23
H -0.388422 -6.023607 -0.756002 -0.03 -0.07 -0.02 0.21
H 2.019578 -6.558907 -0.616602 0.03 -0.08 0.02 0.21
H 3.689978 -4.742707 -0.767302 0.10 -0.05 -0.01 0.21
H 2.941378 -2.403807 -1.057402 0.06 0.06 0.02 0.23
C -3.106222 0.514493 1.338998 -0.12 0.02 -0.23 -0.66
C -1.921822 0.249293 2.177898 -0.46 -0.36 0.78 0.14
N -0.693922 0.425093 1.813998 0.41 0.39 -0.89 -0.51
C 0.206078 0.145293 2.798098 -0.40 -0.41 1.10 0.11
C -0.361422 -0.296407 3.959398 -0.10 0.07 -0.41 -0.41
S -2.068122 -0.337907 3.805198 0.37 0.27 -0.55 0.47
C 1.612478 0.373393 2.560598 0.94 -0.01 0.82 0.10
C 2.609578 0.352793 3.492798 -0.09 0.07 -0.40 -0.41
S 4.111278 0.717893 2.755398 -0.47 -0.09 -0.43 0.47
C 3.311478 0.863493 1.217098 0.60 -0.22 0.70 0.16
N 2.038078 0.663793 1.300798 -0.61 0.17 -0.54 -0.51
C 4.053978 1.167093 -0.017602 0.05 0.32 -0.40 -0.68
H -2.842122 1.248493 0.580298 -0.16 0.01 0.00 0.26
H -3.932722 0.884793 1.941798 -0.03 0.02 -0.02 0.24
H -3.424522 -0.401107 0.837698 -0.01 0.01 -0.05 0.25
H 0.120078 -0.596807 4.868398 0.13 -0.03 0.13 0.25
H 2.540378 0.159493 4.544398 -0.06 -0.02 0.19 0.24
H 5.035878 0.698793 -0.006702 -0.02 -0.08 -0.08 0.23
H 4.181378 2.248993 -0.096402 0.05 -0.07 -0.03 0.27
H 3.464478 0.836693 -0.873802 0.20 -0.10 0.04 0.26
O 0.887378 4.873293 -0.124202 -0.62 1.18 -0.54 -0.79
Cl 1.463478 3.673093 0.285998 1.54 2.32 1.21 2.61
O 2.725378 3.871893 0.891398 1.01 0.26 0.41 -0.84
O 0.623478 3.002793 1.234098 -1.18 -1.14 0.53 -0.84
O 1.677478 2.810293 -0.859002 -0.32 -1.70 -1.30 -0.87

22
Properties=species:S:1:pos:R:3:forces:R:3:nbo_charge:R:1 method="wB97M-V/def2-TZVPD" orbital_gap_ev=10.09 charge=0 relative_energy_kj_mol=149.7
C 0.407827 0.817277 0.459610 0.03 -0.13 0.15 0.49
C -0.153963 -0.340003 -0.363180 -0.22 -0.07 0.06 -0.18
C -1.296403 0.181237 -1.239830 0.08 0.01 0.10 -0.59
C -0.693473 -1.476083 0.515970 0.48 -0.12 -0.13 -0.60
N 0.332217 1.986327 -0.016960 -0.23 0.68 -0.42 -0.74
N 1.030487 0.491187 1.629380 0.16 0.00 0.35 -0.83
C 0.993727 -0.792183 -1.240200 -0.13 0.02 -0.12 -0.15
C 2.049167 -1.474773 -0.843700 0.18 -0.24 -0.06 -0.39
H -2.527363 2.864067 1.273090 0.83 -0.35 -0.65 -0.03
H 0.758957 2.704767 0.560240 0.12 -0.09 0.16 0.33
H -1.937163 2.622947 0.823340 -0.88 0.38 0.67 0.02
H 1.341817 1.232047 2.237450 -0.01 -0.15 -0.11 0.39
H 0.980777 -0.431963 2.014670 -0.08 0.00 0.02 0.39
H 0.929787 -0.461973 -2.267630 0.04 0.03 -0.17 0.21
H -0.967333 1.066377 -1.775550 -0.07 0.02 -0.08 0.24
H -1.613593 -0.584273 -1.950330 0.03 -0.05 0.05 0.20
H -1.248543 -2.169123 -0.108980 -0.04 -0.13 -0.07 0.22
H -1.368233 -1.089493 1.267780 -0.18 0.09 0.26 0.21
H 0.105687 -2.053553 0.997250 -0.18 0.11 -0.01 0.20
H -2.147303 0.457027 -0.614110 -0.01 0.01 -0.07 0.21
H 2.185337 -1.811693 0.170890 -0.04 -0.05 0.23 0.18
H 2.837587 -1.738143 -1.529210 0.11 0.02 -0.15 0.20

25
Properties=species:S:1:pos:R:3:forces:R:3:nbo_charge:R:1 method="wB97M-V/def2-TZVPD" orbital_gap_ev=3.58 charge=0 relative_energy_kj_mol=0.0
C -0.324452 -1.153320 -2.370171 -0.35 -1.07 0.50 -0.92
C -0.385130 -0.371277 -3.495759 -0.13 1.23 -0.60 -0.21
C -0.078741 1.011769 -3.567848 -0.25 -0.44 -0.48 -0.37
C 0.537845 1.791808 -2.558119 -0.19 -0.06 -0.55 -0.21
C 0.871064 1.353636 -1.303572 0.53 0.09 1.21 -0.87
Ga 0.086590 -0.286218 -0.750967 0.76 0.35 -1.34 1.35
P 0.548700 -2.851133 -0.041649 0.05 0.17 0.38 0.10
H -0.510628 -2.232011 -2.450342 -0.20 0.36 -0.20 0.18
H -0.698714 -0.845374 -4.437253 0.15 0.19 0.19 0.18
H -0.275759 1.500239 -4.527231 0.15 -0.13 0.29 0.19
H 1.477072 1.973554 -0.635451 -0.22 0.31 -0.32 0.18
H 0.758170 2.832678 -2.855163 0.12 -0.46 0.16 0.18
H 1.775565 -3.047182 0.663787 -0.49 -0.52 -0.08 0.01
H 0.482688 -3.983955 -0.920767 0.13 0.38 0.69 0.04
H -0.412832 -3.182652 0.968738 0.56 -0.45 -0.21 -0.01
N -0.219981 0.219694 3.766491 -0.19 -0.03 0.87 -0.67
C -0.444162 1.431158 2.917094 -0.06 0.56 0.09 -0.32
C -0.598553 0.877593 1.527793 -0.69 -0.73 -2.64 0.73
O -1.349556 1.323196 0.646925 0.87 -0.33 2.49 -0.56
O 0.165551 -0.174273 1.374317 -0.53 0.58 -0.16 -0.83
H -1.073504 -0.354811 3.769163 0.38 0.06 -0.09 0.44
H 0.004383 0.446279 4.737488 0.04 0.02 -0.12 0.43
H 0.535812 -0.336101 3.325296 -0.36 0.17 -0.23 0.48
H -1.314294 1.993028 3.245911 -0.03 -0.16 0.12 0.24
H 0.442866 2.063677 2.971289 -0.03 -0.09 0.03 0.25

9
Properties=species:S:1:pos:R:3:forces:R:3:nbo_charge:R:1 method="wB97M-V/def2-TZVPD" orbital_gap_ev="7.82 / 6.69" charge=0 relative_energy_kj_mol=196.2
C 1.113149 0.632235 0.569864 1.64 -0.58 1.64 -0.26
O 0.330722 -2.277315 0.334948 -0.67 1.69 -0.50 -0.84
O -0.949016 -1.534469 -1.690052 0.43 0.81 1.28 -0.82
O 0.275311 0.180256 -0.396945 -2.56 -0.26 -2.69 -0.67
S -0.480264 -1.242987 -0.336784 0.32 -1.88 -0.49 2.01
I -4.454771 2.022577 -0.872147 0.02 -0.02 0.00 0.00
H 0.752783 1.313595 1.314506 -1.13 -0.04 0.47 0.19
H 1.891322 1.178960 0.120263 1.08 0.52 -1.01 0.20
H 1.520763 -0.272854 0.956350 0.87 -0.24 1.30 0.20

| no. | largest force on an atom (Eh/bohr) |
| --- | --- |
| 1 | 0.0027 |
| 2 | 0.0290 |
| 3 | 0.0590 |
| 4 | 0.0226 |
| 5 | 0.0549 |
| 6 | 0.0724 |